Here is the molecule C14H18N2OS at a distorted geometry from OMol25. Energies are from the ωB97M-V functional and the def2-TZVPD basis.

Output
- relative energy (zero: lowest compared OMol25 entry of this formula, charge and spin) (kcal per mole) = 71.7
- electronic energy (eV) = -30670.716

Last column: Löwdin charge in e.
CARTESIAN COORDINATES (ANGSTROEM)
O1 -0.3761 1.3745 -2.0970  0.053
C1 0.0495 1.1747 -0.9493  -0.484
C2 1.4565 1.1486 -0.8167  -0.034
C3 2.2195 0.3281 -1.6044  -0.024
C4 3.6494 0.0971 -1.4685  -0.302
C5 4.3305 -0.8297 -2.4089  -0.142
C6 5.6405 -1.1470 -2.0745  -0.338
S1 6.1724 -0.1938 -0.5870  0.903
C7 4.5194 0.4422 -0.3964  -0.351
N1 -0.7008 1.1383 0.2400  -0.012
C8 -0.3849 0.3057 1.4345  -0.090
C9 -1.4163 -0.7617 1.9685  -0.300
C10 -1.6323 -1.8414 0.9777  -0.151
N2 -2.3515 -1.4903 -0.3282  -0.046
C11 -3.3784 -0.5257 -0.1519  -0.206
C12 -3.0734 0.6200 0.8845  -0.297
C13 -2.6064 0.1163 2.2355  -0.145
C14 -2.1479 1.6301 0.2177  -0.093
H1 1.9076 1.8804 -0.1286  0.133
H2 1.7328 -0.1858 -2.4448  0.127
H3 3.8282 -1.1112 -3.2933  0.087
H4 6.3174 -1.7890 -2.6353  0.058
H5 4.2443 1.1909 0.3465  0.065
H6 0.6100 -0.0517 1.1734  0.117
H7 -0.4044 0.9434 2.3023  0.103
H8 -1.0842 -1.1574 2.9083  0.137
H9 -2.3057 -2.5825 1.4387  0.117
H10 -0.7891 -2.4142 0.6606  0.110
H11 -1.6877 -1.2600 -1.0795  0.109
H12 -3.6318 -0.0884 -1.1398  0.124
H13 -4.3312 -1.0567 0.1597  0.125
H14 -3.9453 1.2425 1.0078  0.127
H15 -3.3523 -0.5692 2.6584  0.122
H16 -2.3832 0.9942 2.9512  0.150
H17 -2.1648 2.6024 0.8170  0.141
H18 -2.5302 1.8262 -0.7780  0.110

Here is a cluster of 11 separate species, C35H97N15O16 in total at a distorted geometry from OMol25. Energies are from the ωB97M-V functional and the def2-TZVPD basis.

Output
- electronic energy (eV) = -92969.946

Last column: Löwdin charge in e.
CARTESIAN COORDINATES (ANGSTROEM)
C1 7.9239 6.6263 -1.8360  -0.080
O1 7.2196 5.3661 -1.7733  -0.221
C2 6.8281 4.8535 -3.0494  -0.227
C3 5.3185 4.7297 -3.0959  -0.210
N1 4.7866 4.4087 -4.4424  -0.058
C4 3.3142 4.4706 -4.4982  -0.199
C5 2.6967 3.8723 -5.7905  -0.203
O2 1.3342 4.2760 -5.8765  -0.184
C6 0.3742 3.3373 -5.5000  -0.119
H1 7.1569 7.2706 -2.2657  0.089
H2 8.8338 6.5618 -2.4328  0.085
H3 8.1860 6.9471 -0.8278  0.077
H4 7.1419 3.8098 -3.0315  0.120
H5 7.2795 5.3474 -3.9098  0.123
H6 4.9672 5.7037 -2.7554  0.118
H7 5.0498 3.9395 -2.3949  0.105
H8 5.2644 4.8916 -5.1897  0.105
H9 2.9348 5.4615 -4.2486  0.120
H10 2.8712 3.8549 -3.7155  0.096
H11 2.8718 2.8094 -5.9567  0.123
H12 3.2839 4.2892 -6.6087  0.111
H13 0.7831 2.7533 -4.6755  0.068
H14 0.2411 2.5407 -6.2320  0.087
H15 -0.5612 3.7995 -5.1848  0.088
C7 4.0467 8.2961 1.7475  -0.054
O3 3.8802 6.8706 1.4039  -0.248
C8 5.1280 6.2319 1.1495  -0.190
C9 5.5557 5.5258 2.4707  -0.191
N2 6.9919 5.2703 2.4853  -0.059
C10 7.2777 3.8565 2.5975  -0.185
C11 8.8366 3.5897 2.8525  -0.257
O4 9.1108 3.3867 4.2014  -0.178
C12 10.6105 3.4812 4.2927  -0.056
H16 4.3583 9.0265 1.0008  0.087
H17 4.6133 8.4007 2.6728  0.085
H18 3.0232 8.5742 1.9990  0.083
H19 5.8923 6.9437 0.8378  0.110
H20 5.0122 5.5204 0.3320  0.102
H21 4.9880 4.5973 2.5308  0.068
H22 5.3180 6.0478 3.3976  0.118
H23 7.4303 5.7290 1.6995  0.094
H24 7.0007 3.2231 1.7548  0.105
H25 6.7401 3.4263 3.4424  0.103
H26 9.4621 4.3198 2.3388  0.102
H27 9.1711 2.6487 2.4158  0.111
H28 11.1162 2.5202 4.1990  0.080
H29 10.7510 3.9378 5.2725  0.085
H30 11.0721 4.0745 3.5034  0.073
C13 -2.1212 -6.0872 -2.3077  -0.112
O5 -2.6788 -6.7125 -3.4506  -0.172
C14 -4.0560 -6.8958 -3.3899  -0.238
C15 -4.7323 -7.3079 -4.7331  -0.162
N3 -4.2597 -8.6653 -5.0788  -0.077
C16 -4.5093 -9.7769 -4.1948  -0.215
C17 -5.9685 -9.9398 -3.7861  -0.238
O6 -6.1569 -11.2302 -3.2422  -0.171
C18 -5.7777 -11.3399 -1.8486  -0.095
H31 -1.4630 -6.6672 -1.6608  0.088
H32 -2.7085 -5.3905 -1.7096  0.081
H33 -1.4623 -5.3063 -2.6872  0.076
H34 -4.4833 -5.9571 -3.0371  0.111
H35 -4.2540 -7.5872 -2.5709  0.115
H36 -4.5962 -6.6327 -5.5779  0.115
H37 -5.8180 -7.3311 -4.6400  0.104
H38 -3.2832 -8.4177 -5.1511  0.095
H39 -3.9962 -9.6718 -3.2389  0.094
H40 -3.9479 -10.6027 -4.6318  0.129
H41 -6.6875 -9.7274 -4.5773  0.120
H42 -6.4199 -9.1506 -3.1849  0.113
H43 -6.2039 -10.5734 -1.2013  0.082
H44 -4.7025 -11.2909 -1.6762  0.076
H45 -6.0597 -12.2767 -1.3679  0.082
C19 -11.1414 -7.2104 3.2936  -0.102
O7 -10.2626 -6.3834 4.0367  -0.199
C20 -8.9011 -6.4679 3.6733  -0.230
C21 -8.0640 -5.2443 4.1680  -0.212
N4 -6.6057 -5.3826 4.0381  -0.026
C22 -6.1196 -4.2828 4.8675  -0.240
C23 -4.7650 -3.6889 4.3270  -0.212
O8 -5.1892 -2.9264 3.2161  -0.183
C24 -4.1812 -1.9854 2.9024  -0.111
H46 -10.7366 -8.2215 3.2506  0.083
H47 -11.0825 -6.8257 2.2754  0.082
H48 -12.1543 -7.1253 3.6873  0.090
H49 -8.7597 -6.3181 2.6029  0.110
H50 -8.4435 -7.4279 3.9123  0.120
H51 -8.3486 -5.1572 5.2166  0.115
H52 -8.4481 -4.3467 3.6834  0.124
H53 -6.3038 -5.0863 3.1210  0.099
H54 -5.8691 -4.5851 5.8844  0.107
H55 -6.7462 -3.4369 5.1502  0.114
H56 -4.0208 -4.4659 4.1519  0.130
H57 -4.4993 -3.0275 5.1517  0.114
H58 -4.0229 -1.2625 3.7027  0.088
H59 -4.4543 -1.4636 1.9852  0.063
H60 -3.1929 -2.4289 2.7813  0.082
C25 -2.7143 -1.6800 -0.9672  -0.109
O9 -2.1379 -1.9473 0.2929  -0.205
C26 -1.1225 -0.9671 0.7449  -0.164
C27 0.1362 -1.0616 -0.0221  -0.240
N5 0.8214 0.1742 -0.2673  -0.033
C28 2.2022 -0.0839 -0.8299  -0.147
C29 2.9136 1.2997 -1.0264  -0.145
O10 3.1497 2.0148 0.2430  -0.252
C30 3.1653 3.4391 0.1694  -0.077
H61 -2.9958 -2.5198 -1.6024  0.089
H62 -2.1076 -1.0589 -1.6263  0.072
H63 -3.4757 -0.9557 -0.6778  0.065
H64 -0.9916 -1.0985 1.8189  0.122
H65 -1.5082 0.0494 0.6669  0.114
H66 -0.1900 -1.5091 -0.9610  0.115
H67 0.8601 -1.7448 0.4219  0.088
H68 0.3052 0.8736 -0.7815  0.028
H69 2.3642 -0.8306 -1.6072  0.112
H70 2.7667 -0.5535 -0.0244  0.078
H71 2.3023 1.8589 -1.7346  0.097
H72 3.8865 1.3008 -1.5179  0.118
H73 3.9789 3.5852 0.8799  0.078
H74 2.2260 3.7932 0.5941  0.064
H75 3.2988 3.8715 -0.8222  0.075
N6 2.0637 -3.9100 -0.2846  0.152
C31 2.0891 -3.9710 1.0487  -0.780
N7 2.7905 -2.9679 1.4750  0.161
O11 1.4973 -4.7753 1.7469  0.040
H76 2.7191 -3.2987 -0.7502  0.098
H77 1.5895 -4.6602 -0.7666  0.118
H78 2.9279 -2.9505 2.4754  0.134
H79 2.9522 -2.3244 0.7135  0.071
N8 1.9938 1.4141 2.6351  0.194
C32 2.4234 2.2203 3.5667  -0.745
N9 3.7461 2.5115 3.6231  0.174
O12 1.6330 2.8921 4.1597  0.015
H80 2.5864 1.3385 1.8207  0.062
H81 1.0138 1.1884 2.5413  0.115
H82 4.1618 2.8541 4.4775  0.117
H83 4.3358 1.9757 3.0025  0.099
N10 -1.7609 3.4298 -1.9733  0.162
C33 -0.7547 2.6557 -1.6776  -0.721
N11 -0.2656 3.3150 -0.6423  0.177
O13 -0.3793 1.5960 -2.1156  0.054
H84 -2.2094 4.0183 -1.2858  0.123
H85 -2.2715 3.1231 -2.7890  0.118
H86 -0.8818 3.8593 -0.0557  0.088
H87 0.6846 3.0986 -0.3768  0.079
N12 -7.1720 1.1461 -1.3372  0.156
C34 -7.1021 0.1119 -0.5939  -0.814
N13 -5.9959 0.0787 0.0737  0.172
O14 -8.0520 -0.6569 -0.4956  0.030
H88 -6.3905 1.7270 -1.6055  0.111
H89 -8.0637 1.2847 -1.7908  0.126
H90 -5.2475 0.7322 -0.1074  0.108
H91 -5.9326 -0.7237 0.6838  0.104
N14 1.4976 5.6246 2.4247  0.196
C35 0.2505 5.4794 1.9330  -0.744
N15 -0.2551 4.3785 2.3897  0.163
O15 -0.4093 6.1877 1.1788  0.005
H92 2.0133 4.9034 2.9084  0.090
H93 2.0892 6.3740 2.0953  0.073
H94 0.2245 3.8358 3.0937  0.072
H95 -1.2292 4.2075 2.1851  0.118
O16 2.0601 6.2690 -0.7754  -0.045
H96 1.2425 6.5419 -0.3591  0.011
H97 1.8257 5.4867 -1.2748  0.009

Here is the molecule C4H8N2 from OMol25. Energies are from the ωB97M-V functional and the def2-TZVPD basis.

Output
- relative energy (zero: lowest compared OMol25 entry of this formula, charge and spin) (kcal per mole) = 91.7
- electronic energy (eV) = -7253.901

Last column: Löwdin charge in e.
CARTESIAN COORDINATES (ANGSTROEM)
C1 -0.6262 -1.6973 0.2761  -0.069
N1 -0.1558 -0.5106 0.7601  -0.085
C2 -0.2194 0.6358 -0.0494  -0.420
C3 0.4935 1.8475 0.5188  -0.083
C4 0.3723 0.2108 -1.5358  -0.106
N2 0.3021 -0.9766 -1.7790  0.077
H1 -1.6676 -1.7007 -0.0425  0.062
H2 -0.3122 -2.5828 0.8303  0.058
H3 0.2909 -1.9694 -1.8591  0.071
H4 0.7391 -0.6002 1.2260  0.135
H5 -1.2583 0.8674 -0.3055  0.134
H6 0.4929 2.6545 -0.2185  0.075
H7 0.0075 2.2035 1.4313  0.075
H8 1.5410 1.6180 0.7471  0.078

| no. | HOMO (eV) | molar mass (g/mol) |
| --- | --- | --- |
| 1 | -8.25 | 262.4 |
| 2 | -8.48 | 984.2 |
| 3 | -6.77 | 84.1 |